No. 1
Computed, not measured: one molecule with the formula C5H8N2O2 at a distorted geometry, with wB97M-V/def2-TZVPD.

Values from the calculation:
HOMO-LUMO gap (eV): 9.45
SMILES: C=CN(C)C(=O)C(N)=O
Energy relative to the best compared isomer or geometry (same formula, charge and spin) (kcal/mol): 72.99

Cartesian coordinates (Å):
C -2.8603 0.1482 -0.2584
C -1.9500 -0.6852 0.2227
N -0.2655 -0.5327 -0.0313
C 0.3911 -1.8283 -0.1195
C 0.1492 0.6180 0.4552
O -0.2998 1.6895 0.7768
C 1.9410 0.7591 -0.1215
N 2.3520 2.0389 0.0826
O 2.6617 -0.0975 -0.5828
H -2.6025 1.1368 -0.6252
H -3.9182 -0.1117 -0.2500
H -2.2412 -1.6454 0.6450
H -0.0630 -2.5490 0.5654
H 0.2789 -2.1836 -1.1450
H 1.4468 -1.8022 0.1500
H 3.3087 2.3068 -0.1104
H 1.6710 2.7385 0.3465

Forces on the atoms, in the same order (eV/Å):
0.71 0.30 0.21
2.35 -0.27 -1.35
-6.19 -0.31 1.96
0.32 -0.26 0.07
5.37 1.39 -2.47
-0.90 -1.01 0.36
-0.94 0.43 1.21
-0.59 -0.13 0.06
-0.53 -0.04 0.10
0.05 -0.24 -0.21
0.28 -0.01 0.34
0.57 0.06 -0.06
-0.28 0.17 -0.08
0.12 -0.09 0.13
-0.19 0.40 -0.25
-0.32 -0.17 -0.10
0.17 -0.24 0.09

Just the Löwdin charges please, in e? Sure, here they are: 0.011, -0.034, -0.032, -0.065, -0.371, 0.055, -0.387, 0.135, 0.015, 0.065, 0.064, 0.088, 0.082, 0.097, 0.079, 0.109, 0.087

No. 2
Computed, not measured: a 2-piece molecular cluster, C2H4S4 overall at a distorted geometry, with wB97M-V/def2-TZVPD.

Values from the calculation:
HOMO-LUMO gap (eV): 8.27
SMILES: S=CS.S=CS
Energy relative to the best compared isomer or geometry (same formula, charge and spin) (kcal/mol): 18.42

Cartesian coordinates (Å):
S 2.2584 -1.1272 -0.4463
C 2.0421 0.2062 0.4615
S 1.8807 1.7668 -0.1308
H 2.1439 0.1391 1.4625
H 2.4075 1.6294 -1.3829
S -2.7334 1.3764 0.4678
C -2.0564 -0.0024 0.0427
S -2.7934 -1.6578 0.4365
H -1.1340 -0.0234 -0.4469
H -2.0155 -2.3071 -0.4641

Forces on the atoms, in the same order (eV/Å):
-0.11 0.01 0.24
0.66 -1.43 -3.77
0.05 1.84 -0.42
-0.21 -0.05 3.45
-0.46 -0.36 0.50
-0.14 0.21 0.14
-2.13 -1.43 1.25
1.12 1.56 -0.90
1.39 -0.38 -0.85
-0.18 0.04 0.36

Just the Löwdin charges please, in e? Sure, here they are: 0.578, -1.167, 0.734, -0.047, -0.089, 0.613, -1.080, 0.647, -0.048, -0.142

No. 3
Computed, not measured: C9H27F6KN3O24P3S6 as an isolated structure at a distorted geometry, with wB97M-V/def2-TZVPD.

Values from the calculation:
HOMO-LUMO gap (eV): 8.42
Total charge: -2
Energy relative to the best compared isomer or geometry (same formula, charge and spin) (kcal/mol): 0.00

Cartesian coordinates (Å):
K -0.5980 -1.4244 0.4066
N -4.7459 -2.4555 -2.5963
S -4.1389 -1.1848 -2.0657
O -2.8374 -1.2409 -1.4545
O -5.0802 -0.1417 -1.6915
F -3.7033 -0.6523 -3.5061
S -4.9310 -3.1288 -1.0549
O -5.8914 -2.5130 -0.1602
O -3.7491 -3.7919 -0.5189
F -5.7899 -4.4357 -1.5272
N 0.2185 -3.9188 -0.5705
S 1.7894 -4.3834 -0.2317
O 2.6856 -3.2865 -0.0037
O 2.2896 -5.5560 -0.8594
F 1.4829 -4.9122 1.2646
S 0.2364 -4.1855 -2.0696
O -0.2258 -5.5145 -2.4548
O 1.2242 -3.5089 -2.9075
F -1.1326 -3.4136 -2.3776
N -2.0900 -2.1551 2.5917
S -3.4800 -1.3291 3.0562
O -3.6229 0.0008 2.5460
O -4.0802 -1.6691 4.3389
F -4.3003 -2.2741 2.0900
S -1.4118 -2.1967 3.9068
O -1.6131 -3.3658 4.7277
O -1.1625 -0.9575 4.6548
F 0.0668 -2.3858 3.2955
C -1.2093 2.1367 3.2072
O -1.5349 3.0143 2.1453
P -1.5519 2.5527 0.6066
O -1.4059 1.1014 0.3598
O -2.9165 3.1949 0.0990
C -4.0846 2.4389 -0.0839
O -0.4528 3.5216 -0.0992
C -0.5761 4.9392 -0.0100
H -0.3244 2.5628 3.6814
H -1.1017 1.0743 2.9905
H -2.0352 2.1284 3.9206
H -4.9443 3.1086 0.0121
H -4.2028 1.6586 0.6675
H -4.2811 2.0326 -1.0767
H -1.5228 5.2940 0.3932
H -0.4932 5.3150 -1.0309
H 0.3031 5.2547 0.5524
C 3.5886 -0.6273 -3.6772
O 2.5939 0.0060 -4.4609
P 1.7991 1.3215 -3.9543
O 0.9552 1.7694 -5.0813
O 1.1398 0.8103 -2.5802
C 0.2282 -0.2899 -2.5947
O 3.0449 2.2674 -3.5052
C 2.7836 3.4696 -2.8451
H 3.2404 -1.6188 -3.3841
H 3.8090 0.0072 -2.8188
H 4.4680 -0.7708 -4.3065
H 0.7007 -1.1520 -2.1233
H -0.0754 -0.5309 -3.6138
H -0.7243 -0.1357 -2.0876
H 1.7462 3.7621 -3.0348
H 3.4119 4.3118 -3.1378
H 2.8450 3.4718 -1.7531
C 2.3932 -0.4902 4.1336
O 2.7820 0.6394 3.3842
P 2.9368 0.5286 1.8037
O 1.8288 -0.1216 1.0868
O 3.3340 2.0614 1.4102
C 2.2460 2.9581 1.2857
O 4.3115 -0.2689 1.5555
C 4.6387 -0.8630 0.3360
H 3.0581 -0.6738 4.9769
H 2.2056 -1.4307 3.6154
H 1.4076 -0.2476 4.5382
H 1.6212 3.0223 2.1777
H 1.6982 2.7165 0.3765
H 2.6612 3.9564 1.1321
H 5.5760 -0.5167 -0.1076
H 3.8185 -0.7649 -0.3751
H 4.8536 -1.9249 0.4654

Forces on the atoms, in the same order (eV/Å):
-0.12 0.08 -0.10
-1.39 -3.59 3.12
1.97 6.92 -2.60
-0.57 -0.09 1.07
0.92 -1.03 0.56
0.12 0.29 -0.69
-1.35 -4.96 0.91
1.42 0.09 -1.24
-1.46 1.68 -0.81
0.34 0.77 -0.34
3.72 -0.32 2.24
-0.17 0.16 3.70
-0.53 -0.09 -0.41
-0.15 0.04 -0.64
0.02 0.47 -0.68
-4.31 -1.62 -6.34
1.76 1.14 0.47
-0.59 -0.73 1.42
0.56 0.79 0.10
-3.64 2.55 -1.33
-3.30 -2.21 -1.56
0.73 -0.46 0.34
1.57 0.86 -1.20
-0.54 0.90 -0.05
5.93 -0.95 6.12
-0.05 0.75 -0.78
-1.13 -0.67 -0.96
0.40 -0.61 -0.24
-0.12 -0.27 1.30
-0.06 -0.24 -1.47
-0.45 -0.19 -0.07
0.44 1.51 0.17
1.46 0.45 -0.28
-2.22 -0.44 0.07
-1.31 -1.28 0.52
0.54 -0.06 -0.52
0.08 -0.36 0.13
0.34 0.22 -0.68
0.01 0.33 0.00
0.22 0.29 0.46
0.20 -0.12 -0.15
1.06 -0.27 -0.04
0.11 -0.19 0.29
0.01 0.09 0.03
-0.29 0.44 0.20
0.03 -0.19 0.13
-0.57 1.20 -0.24
0.57 -2.29 -1.00
0.40 0.37 1.47
0.53 1.69 -0.39
-0.77 -1.00 -0.44
-0.52 -0.95 0.03
-1.42 1.53 0.76
-0.13 0.12 0.24
0.30 -0.33 0.13
0.09 0.21 0.10
0.28 0.04 -0.31
0.29 -0.21 -0.04
0.24 0.89 0.25
0.03 0.25 -0.13
0.28 -0.43 -0.61
0.28 -0.86 0.03
-1.64 -0.75 1.31
1.01 0.35 -1.51
1.02 -0.37 -0.49
-0.08 0.76 0.21
-0.10 -1.81 0.73
-0.10 0.84 -0.71
-0.40 1.38 1.62
0.21 -1.16 -1.41
0.32 0.24 -0.25
0.50 0.27 -0.60
0.05 -0.07 0.18
-0.12 -0.36 -0.06
-0.39 -0.11 0.32
0.21 -0.05 0.08
-0.14 0.87 0.28
0.09 -0.10 -0.06
-0.55 -0.05 0.32

Just the Löwdin charges please, in e? Sure, here they are: 0.742, -0.241, 0.394, -0.333, -0.299, -0.209, 0.578, -0.289, -0.282, -0.234, -0.314, 0.537, -0.283, -0.265, -0.197, 0.443, -0.292, -0.308, -0.197, -0.315, 0.576, -0.256, -0.276, -0.179, 0.412, -0.275, -0.326, -0.229, -0.103, -0.207, 0.466, -0.276, -0.209, -0.099, -0.247, -0.099, 0.083, 0.064, 0.094, 0.087, 0.082, 0.076, 0.086, 0.088, 0.082, -0.098, -0.223, 0.441, -0.236, -0.209, -0.084, -0.208, -0.134, 0.086, 0.071, 0.086, 0.065, 0.107, 0.057, 0.085, 0.085, 0.076, -0.100, -0.196, 0.451, -0.252, -0.207, -0.123, -0.197, -0.129, 0.090, 0.084, 0.080, 0.085, 0.070, 0.087, 0.085, 0.072, 0.082

No. 4
Computed, not measured: a 15-piece molecular cluster, C14H56F2N29O18S2 overall at a distorted geometry, with wB97M-V/def2-TZVPD.

Values from the calculation:
HOMO-LUMO gap (alpha / beta) (eV): 7.73 / 3.66
Multiplicity: 2

Cartesian coordinates (Å):
N 5.0803 6.1929 -30.2300
S 4.5390 6.3630 -31.6678
O 4.9691 5.4923 -32.7053
O 4.2264 7.7321 -32.0965
F 3.0949 5.7016 -31.3746
S 6.6952 6.4844 -30.6660
O 7.0661 7.9046 -30.8859
O 7.5601 5.3215 -31.0426
F 7.0788 6.6230 -29.0985
C 4.9238 2.5753 -30.0644
O 3.9431 2.6810 -30.8541
N 5.3335 3.5478 -29.2982
N 5.6791 1.5463 -29.9992
H 4.8768 4.4464 -29.3617
H 6.2757 3.3915 -28.9698
H 6.4647 1.4424 -29.3730
H 5.2475 0.8429 -30.5816
C 11.5393 4.2476 -28.9821
O 11.0609 3.9066 -27.9470
N 12.8179 4.0301 -29.3669
N 10.8776 4.9639 -29.8175
H 13.5295 3.7046 -28.7283
H 13.1263 4.4725 -30.2209
H 11.2845 5.0587 -30.7370
H 9.9080 5.0611 -29.5521
C 5.0271 10.7342 -28.9615
O 5.4997 11.6186 -28.2800
N 4.4340 10.8963 -30.1390
N 5.4230 9.4746 -29.0095
H 4.4389 11.7957 -30.5985
H 4.0388 10.1081 -30.6317
H 5.2843 8.8806 -29.8145
H 6.3159 9.3590 -28.5517
C 9.2221 9.2691 -27.8044
O 8.1176 9.6975 -27.9514
N 9.6281 7.9957 -27.9031
N 10.2164 10.0441 -27.5310
H 8.9448 7.3149 -28.2028
H 10.4418 7.8093 -27.3346
H 11.1082 9.5746 -27.5971
H 10.1718 11.0177 -27.2660
C 3.4250 6.7722 -27.1918
O 2.7074 7.0675 -26.2569
N 3.2192 6.9505 -28.4559
N 4.3454 5.8464 -27.1236
H 3.8654 6.7139 -29.1952
H 2.4998 7.5540 -28.8278
H 4.9484 5.6898 -27.9185
H 4.2122 5.2733 -26.3026
C 9.2642 11.0859 -31.3234
O 10.0729 10.2800 -31.7167
N 9.2712 12.3756 -31.5091
N 8.1578 10.7314 -30.8676
H 8.5194 12.9904 -31.2318
H 10.0689 12.7833 -31.9756
H 7.9081 9.7856 -30.6163
H 7.5325 11.4848 -30.6197
C 7.6599 5.7402 -34.3482
O 7.2825 6.7675 -33.8913
N 7.4717 5.3952 -35.5323
N 8.3596 4.8566 -33.7877
H 6.9363 6.0668 -36.0638
H 7.6648 4.4877 -35.9313
H 8.6497 5.0256 -32.8351
H 8.4551 3.9312 -34.1808
C 0.9366 3.5307 -28.5499
O 0.5455 2.3976 -28.7470
N 1.8302 4.1885 -29.2547
N 0.6446 4.2792 -27.5348
H 2.2294 5.0414 -28.8895
H 2.2257 3.6851 -30.0359
H 1.1288 5.1487 -27.7068
H 0.4645 3.7681 -26.6825
C 2.9612 7.6436 -36.0816
O 2.1048 7.6990 -36.9462
N 3.5788 8.6082 -35.4750
N 3.5210 6.4709 -35.8089
H 3.3312 9.5252 -35.8183
H 4.0025 8.3770 -34.5878
H 2.9844 5.7623 -36.2886
H 4.1898 6.2502 -35.0850
C 5.6516 11.0697 -33.9569
O 5.1521 11.6764 -34.9454
N 6.3004 9.9160 -34.0290
N 5.7089 11.5604 -32.7534
H 6.4889 9.3588 -33.2080
H 6.4079 9.5854 -34.9773
H 6.4013 11.2402 -32.0914
H 5.3374 12.4826 -32.5761
C 0.4666 4.7418 -33.1926
O 0.7348 3.5834 -33.2674
N 0.1572 5.1945 -32.0023
N 0.4098 5.6086 -34.2706
H 0.4193 4.6768 -31.1756
H 0.0488 6.1972 -31.9492
H 0.6788 5.3768 -35.2161
H -0.1927 6.4142 -34.1800
C 10.5278 2.5751 -32.6576
O 10.4317 2.8446 -33.8267
N 9.7025 2.8415 -31.6487
N 11.5578 1.9470 -32.2328
H 10.1154 2.4689 -30.8056
H 8.7169 2.8942 -31.8627
H 11.6654 1.9717 -31.2288
H 12.1096 1.4081 -32.8848
C 1.1471 8.4939 -30.7142
O 0.6096 7.4164 -30.3907
N 1.3303 8.8847 -31.9487
N 1.4595 9.4166 -29.8644
H 1.1243 8.1687 -32.6307
H 1.9654 9.6270 -32.2051
H 1.9502 10.2824 -30.0369
H 1.2841 9.1962 -28.8945
C 4.2115 2.3650 -34.5446
O 4.0772 1.9093 -35.6210
N 3.1774 2.4213 -33.7198
N 5.2764 2.8386 -33.9732
H 3.2607 2.5828 -32.7263
H 2.2314 2.2527 -34.0308
H 6.1552 2.8442 -34.4710
H 5.1680 3.1573 -33.0209

Forces on the atoms, in the same order (eV/Å):
3.92 0.34 -2.14
-6.62 1.35 -3.80
1.35 -0.53 -0.12
0.83 -1.78 1.22
0.50 0.79 0.28
5.42 1.53 4.46
-1.57 -3.34 -2.10
-3.00 2.92 0.34
-0.12 -1.39 0.59
-2.82 2.94 -1.64
0.67 -0.45 0.18
0.38 1.46 1.50
1.14 -4.19 -1.20
0.47 -0.32 0.04
-0.28 1.08 0.45
-0.44 -0.42 -0.25
0.99 -0.89 0.39
2.27 -0.29 1.19
-0.89 -1.55 2.95
1.69 -0.75 -0.71
-1.89 2.02 -2.79
-0.43 0.06 -0.05
0.28 -0.11 0.37
-1.07 0.51 -0.09
0.03 0.29 -0.91
2.53 0.49 -1.61
-0.75 0.38 0.79
-3.58 2.75 -2.86
1.54 -3.62 2.83
-0.46 -0.22 0.35
0.44 0.33 -0.11
0.02 0.57 0.22
0.15 -0.56 0.54
-1.07 -0.50 -0.24
-3.04 0.25 -0.60
0.02 -1.53 -0.29
4.32 2.20 1.10
0.40 -0.08 0.47
-0.46 -0.98 -0.35
0.19 0.95 0.14
-0.32 -0.41 -0.24
-1.72 -0.86 1.52
-0.36 0.90 0.38
-2.86 3.05 -5.25
3.17 -2.32 2.25
-0.05 0.09 1.02
0.00 0.14 0.58
-0.01 -0.39 0.92
1.06 -0.24 -0.25
2.96 -1.21 -2.62
2.42 -0.67 -0.29
1.97 4.82 -1.01
-7.49 -2.14 3.37
0.42 -0.19 -0.08
-0.27 -0.01 0.15
0.32 0.25 0.05
-0.19 -0.73 0.76
-0.08 1.48 1.68
-1.27 3.88 1.97
-3.12 -0.71 -8.99
3.64 -4.46 5.33
-0.03 -0.44 -0.41
0.14 0.53 0.02
-0.02 -0.35 -0.19
0.77 0.40 0.29
0.17 -2.51 -0.40
-0.30 -0.83 -0.51
1.95 0.18 -3.72
-1.78 1.61 2.91
0.36 -0.17 -0.72
0.38 0.40 0.00
-0.75 0.39 2.26
-0.10 0.95 0.20
-0.13 -1.29 -1.68
-0.93 0.70 -0.29
0.33 3.11 1.12
-0.08 -3.38 0.06
0.38 0.31 0.85
0.25 0.86 -0.11
0.57 -0.51 0.42
-0.18 0.14 -0.09
-0.43 1.38 -3.87
0.46 -1.31 1.68
0.29 -1.54 -1.32
-0.62 2.38 3.76
0.22 -0.20 -0.44
0.14 -0.56 0.47
-0.13 -0.19 -0.33
0.04 -0.16 -0.37
-0.78 2.22 -0.71
2.28 -4.90 -1.66
-0.76 2.26 0.37
-0.21 0.48 0.61
-0.10 0.09 -0.06
-0.02 -0.12 1.11
-0.16 -0.38 0.42
0.22 -0.07 -0.14
-1.04 0.74 -2.06
-1.61 0.50 -2.03
-1.61 0.93 0.92
4.32 -2.36 2.03
-1.69 0.22 0.41
0.16 0.16 0.67
1.08 -0.94 -0.39
0.28 0.42 0.48
-1.79 -2.01 0.16
0.57 0.69 -0.25
0.13 -0.39 -3.63
0.99 2.04 4.19
0.41 0.37 -0.24
-0.21 -0.24 -0.02
-0.16 -0.23 -0.21
0.00 0.26 -0.03
1.13 0.67 0.17
-0.40 -1.64 -3.73
-4.02 0.16 2.12
2.46 0.68 1.01
0.22 0.06 1.09
-0.52 -0.05 -0.30
-0.15 0.16 0.31
0.69 0.38 0.03

Löwdin population analysis, charges in e, atoms 1 to 99: -0.300, 0.445, -0.265, -0.278, -0.175, 0.688, -0.270, -0.296, -0.223, -0.711, -0.037, 0.198, 0.193, 0.052, 0.124, 0.133, 0.135, -0.821, 0.052, 0.156, 0.174, 0.113, 0.100, 0.117, 0.107, -0.716, 0.056, 0.128, 0.160, 0.095, 0.070, 0.052, 0.060, -0.759, 0.054, 0.175, 0.176, 0.081, 0.108, 0.110, 0.131, -0.770, 0.050, 0.157, 0.170, 0.016, 0.077, 0.058, 0.129, -0.828, 0.047, 0.172, 0.178, 0.111, 0.120, 0.084, 0.107, -0.896, 0.065, 0.188, 0.188, 0.132, 0.126, 0.084, 0.089, -0.782, 0.037, 0.157, 0.181, 0.064, 0.074, 0.092, 0.131, -0.789, 0.024, 0.192, 0.156, 0.124, 0.083, 0.101, 0.081, -0.725, -0.025, 0.184, 0.155, 0.088, 0.115, 0.063, 0.118, -0.694, 0.064, 0.209, 0.179, 0.101, 0.071, 0.099, 0.103, -0.789, 0.050

No. 5
Computed, not measured: a 14-piece molecular cluster, H28O14 overall, with wB97M-V/def2-TZVPD.

Values from the calculation:
HOMO-LUMO gap (eV): 8.90
Energy relative to the best compared isomer or geometry (same formula, charge and spin) (kcal/mol): 17.52

Cartesian coordinates (Å):
O -1.7284 1.5354 -2.2475
H -2.5661 1.0664 -2.2021
H -1.0627 0.8308 -2.3601
O 0.8728 -2.1999 2.7388
H 0.9330 -2.5422 1.8348
H 0.2386 -2.7725 3.1803
O 2.6156 -0.5305 -1.8579
H 3.0078 -1.4081 -1.9132
H 2.4982 -0.3758 -0.9040
O 2.8682 -0.6362 0.9326
H 2.7821 -0.9411 1.8447
H 3.6584 -0.0822 0.9293
O 0.6844 -3.2522 -0.0121
H 0.2470 -4.0472 0.3129
H 0.4425 -3.2050 -0.9440
O -0.8602 3.6041 -0.4079
H -0.6383 3.0745 0.3701
H -1.0126 2.9574 -1.1211
O 1.9802 2.2807 1.2071
H 1.4706 1.6171 0.7202
H 1.3497 2.6242 1.8525
O -2.4155 1.0646 1.0786
H -2.7882 0.3402 1.5991
H -3.1557 1.4205 0.5713
O -0.6623 2.6247 2.5427
H -0.4797 1.9793 3.2337
H -1.3904 2.2296 2.0222
O -0.0918 -0.7101 -2.8651
H 0.1168 -1.2413 -3.6411
H 0.7617 -0.5828 -2.4034
O -2.1164 -2.6406 1.5887
H -1.8956 -2.1078 0.8101
H -1.6675 -3.4759 1.4468
O -2.2075 -1.5392 -1.1056
H -1.5274 -1.6664 -1.7902
H -2.9517 -2.0847 -1.3861
O 1.7657 3.0583 -1.6011
H 1.8704 2.1486 -1.3185
H 1.3102 3.4871 -0.8673
O 0.1651 0.3114 -0.0800
H 0.3634 -0.6171 0.0966
H -0.7841 0.4041 0.1156

Forces on the atoms, in the same order (eV/Å):
0.12 -0.16 0.00
0.02 -0.02 0.00
-0.24 0.28 -0.10
0.26 -0.10 -0.15
-0.05 0.18 0.10
-0.06 0.14 0.03
-0.43 -0.03 -0.03
0.11 0.08 0.10
0.12 -0.19 -0.06
0.38 -0.20 0.02
-0.24 0.07 -0.06
-0.14 0.12 0.11
-0.11 -0.11 -0.04
0.12 -0.07 -0.13
0.05 0.10 0.03
-0.11 -0.21 0.14
0.07 0.19 -0.17
-0.01 0.14 0.16
0.16 0.03 0.11
-0.11 -0.10 0.28
-0.10 -0.02 -0.11
-0.36 -0.28 -0.02
0.06 0.04 -0.02
0.17 0.08 -0.06
-0.19 -0.02 -0.03
0.00 0.00 -0.04
0.28 0.06 0.36
0.03 -0.67 0.17
0.05 0.28 -0.12
0.15 0.12 -0.10
-0.10 0.14 0.14
-0.04 -0.13 -0.15
-0.07 -0.03 -0.01
-0.02 -0.35 -0.15
0.03 0.51 0.07
0.00 0.04 0.11
0.12 0.09 -0.48
0.06 -0.03 0.04
-0.07 -0.03 -0.01
-0.15 -0.26 -0.08
0.07 0.12 0.21
0.16 0.17 -0.09

Just the Löwdin charges please, in e? Sure, here they are: -0.054, 0.039, 0.004, -0.056, -0.016, 0.034, -0.047, 0.058, 0.000, -0.050, 0.051, 0.069, -0.036, 0.054, 0.052, -0.061, -0.012, 0.005, -0.070, -0.021, 0.012, -0.036, 0.079, 0.085, -0.063, 0.054, 0.001, -0.064, 0.071, 0.019, -0.060, -0.013, 0.014, -0.058, 0.019, 0.064, -0.063, -0.009, 0.006, -0.045, 0.027, 0.016

Number 1: total energy -455.24217 a.u.. Number 2: total energy -1671.28135 a.u.. Number 3: total energy -6941.86436 a.u.. Number 4: total energy -4505.54079 a.u.. Number 5: total energy -1070.17304 a.u..